Molecular formula: C28H64F9N6O17S7V
Method: DFT, ωB97M-V/def2-TZVPD

Each line ends with the Löwdin spin population.
Positions of all 132 atoms, in Å:
V -1.9039 3.1560 3.0010  1.93
C -1.5397 -0.8742 0.4883  0.00
F -0.9037 -1.6529 -0.3980  0.00
F -2.7372 -0.5547 -0.1984  0.00
F -1.7053 -1.4198 1.6948  0.00
S -0.5418 0.7713 0.6848  0.00
O 0.7767 0.4509 1.2514  0.00
O -0.4709 1.2498 -0.7118  0.00
O -1.3100 1.6733 1.5794  0.02
C -3.1905 -8.0060 0.3685  0.00
C -3.4081 -6.9748 1.4933  0.00
N -2.1210 -6.3476 2.1425  0.00
C -1.3603 -7.4414 2.8701  0.00
C -1.1583 -5.7772 1.1116  0.00
C -1.7857 -4.6440 0.2609  0.00
C -2.5760 -5.2208 3.2046  0.00
C -1.4672 -4.2524 3.6782  0.00
O -0.6047 -4.9709 4.4867  0.00
C 0.1717 -4.1420 5.2865  0.00
H -2.7192 -7.6060 -0.5292  0.00
H -4.1448 -8.4550 0.0932  0.00
H -2.4781 -8.7979 0.5999  0.00
H -3.9780 -7.4151 2.3115  0.00
H -4.0040 -6.1315 1.1443  0.00
H -0.3386 -7.1923 3.1566  0.00
H -1.2599 -8.2980 2.2035  0.00
H -1.9747 -7.8314 3.6816  0.00
H -0.8385 -6.6163 0.4938  0.00
H -0.2024 -5.5618 1.5891  0.00
H -1.1287 -4.2310 -0.5045  0.00
H -2.1525 -3.7569 0.7772  0.00
H -2.6309 -4.9811 -0.3391  0.00
H -2.9503 -5.8383 4.0211  0.00
H -3.4126 -4.7418 2.6960  0.00
H -1.9771 -3.4177 4.1593  0.00
H -1.0401 -3.7959 2.7853  0.00
H 0.5066 -3.2754 4.7165  0.00
H 1.0360 -4.7144 5.6234  0.00
H -0.4606 -3.9066 6.1425  0.00
C -3.1977 1.8164 -6.6669  0.00
C -3.5492 2.0584 -5.1644  0.00
N -2.5575 1.4306 -4.1561  0.00
C -3.2898 1.3476 -2.7850  0.00
C -2.1763 -0.0020 -4.6163  0.00
C -1.4528 -0.8315 -3.5270  0.00
C -1.2067 2.1787 -3.9123  0.00
C -1.2488 3.6319 -3.3652  0.00
O -1.8468 4.6295 -4.2227  0.00
C -1.9136 5.8102 -3.4655  0.00
H -4.0553 2.2299 -7.1976  0.00
H -3.1496 0.7615 -6.9373  0.00
H -2.3264 2.3183 -7.0878  0.00
H -4.5291 1.6171 -4.9824  0.00
H -3.6064 3.1156 -4.9051  0.00
H -3.8031 2.2904 -2.5959  0.00
H -2.4417 1.1967 -2.1172  0.00
H -4.0260 0.5468 -2.7160  0.00
H -1.4108 0.1430 -5.3787  0.00
H -3.1126 -0.4582 -4.9378  0.00
H -0.4417 -0.5524 -3.2307  0.00
H -1.3445 -1.8421 -3.9209  0.00
H -2.0984 -1.0414 -2.6742  0.00
H -0.7654 2.3059 -4.9008  0.00
H -0.6037 1.7431 -3.1157  0.00
H -0.2052 3.9349 -3.2805  0.00
H -1.7814 3.6027 -2.4147  0.00
H -0.9349 6.2754 -3.3480  0.00
H -2.4328 5.6681 -2.5177  0.00
H -2.6283 6.4373 -3.9985  0.00
C 8.6598 0.8874 -1.8774  0.00
C 7.7787 -0.4066 -1.7417  0.00
C 6.2799 -0.2868 -1.5325  0.00
C 5.8172 0.5541 -0.3414  0.00
N 4.2922 0.6241 -0.1630  0.00
C 3.9459 1.4624 1.0704  0.00
C 4.2593 0.6660 2.3058  0.00
C 3.9101 -0.7001 1.8606  0.00
C 3.6421 -0.6800 0.3445  0.00
C 3.5827 1.2037 -1.4723  0.00
C 4.0577 2.5895 -1.9653  0.00
C 3.0876 3.2240 -2.9753  0.00
H 9.7103 0.6004 -1.9249  0.00
H 8.4944 1.5509 -1.0285  0.00
H 8.3953 1.3944 -2.8054  0.00
H 8.2986 -1.0695 -1.0501  0.00
H 7.8494 -0.9474 -2.6854  0.00
H 5.7565 -1.2376 -1.4312  0.00
H 5.8221 0.2333 -2.3740  0.00
H 6.0579 1.6051 -0.5018  0.00
H 6.2017 0.2076 0.6178  0.00
H 2.8717 1.5853 1.2084  0.00
H 4.2975 2.4940 1.0520  0.00
H 3.6531 1.0227 3.1385  0.00
H 5.2712 0.8911 2.6425  0.00
H 3.0773 -1.1473 2.4033  0.00
H 4.6920 -1.4001 2.1550  0.00
H 2.5902 -0.5360 0.0981  0.00
H 3.9678 -1.6310 -0.0769  0.00
H 2.5761 1.2347 -1.0554  0.00
H 3.5794 0.4842 -2.2911  0.00
H 5.0768 2.4658 -2.3316  0.00
H 4.0653 3.3861 -1.2214  0.00
H 3.0134 2.7917 -3.9732  0.00
H 3.3814 4.2590 -3.1502  0.00
H 2.0484 3.0528 -2.6946  0.00
N -1.8133 1.6311 4.2737  0.00
S -2.8922 0.8722 5.1537  0.00
O -2.9298 1.0896 6.5938  0.00
O -3.4619 -0.3235 4.6066  0.00
F -3.9886 1.8873 4.5689  0.00
S -0.7009 0.4794 4.8959  0.00
O -0.6500 -0.8365 4.2812  0.01
O -0.1868 0.6764 6.2253  -0.01
F 0.4356 1.2388 4.0677  0.00
N -0.1890 3.9733 2.3010  0.01
S 0.4359 4.8068 0.9099  0.00
O 1.6499 4.2938 0.2277  0.00
O 0.2327 6.2598 0.8529  0.00
F -0.7133 4.2578 -0.0783  0.00
S 1.1792 4.3841 2.9463  0.00
O 1.4179 5.8100 3.2926  0.00
O 2.3397 3.4957 2.8291  0.00
F 0.7496 3.8115 4.3829  0.00
N -3.5139 3.4200 1.8205  0.01
S -4.6598 2.4215 1.3273  0.00
O -4.7716 1.8714 -0.0119  0.01
O -5.9374 2.5380 2.0304  -0.01
F -3.9735 1.1383 2.0296  0.00
S -4.0473 4.4993 0.5564  0.00
O -5.3280 5.1931 0.6992  0.00
O -3.6142 4.1560 -0.8319  0.00
F -3.0093 5.7065 0.8389  0.00

Properties
Multiplicity: 3
E_tot (eV): -199786.585
Total charge: +2

***

Molecular formula: C5H7NO
Method: DFT, ωB97M-V/def2-TZVPD

Each line ends with the Löwdin charge.
Positions of all 14 atoms, in Å:
C -0.2595 -0.2291 -1.9353  -0.01
C -0.1748 0.2957 -0.5617  -0.29
C 0.3350 -0.2726 0.5444  -0.33
N 1.1392 -1.4348 0.6270  0.08
C -0.1254 0.4877 1.6687  -0.04
C -0.7734 1.5633 1.1259  -0.11
O -0.7828 1.4797 -0.2215  0.04
H 0.4587 0.2447 -2.6051  0.08
H -0.0385 -1.3008 -1.8822  0.08
H -1.2638 -0.1056 -2.3502  0.09
H 1.2783 -1.6878 1.6031  0.08
H 2.0642 -1.1857 0.2879  0.09
H -0.6370 -0.3182 2.1689  0.12
H -1.2201 2.4635 1.5301  0.12

Properties
SMILES: Cc1occc1N
E_tot (eV): -8833.899
Total charge: 0

***

Molecular formula: C4H8OS2
Method: DFT, ωB97M-V/def2-TZVPD

Each line ends with the Löwdin charge.
Positions of all 15 atoms, in Å:
C -0.5783 -2.0130 -0.7141  -1.06
C 0.8593 0.5090 1.7726  -0.12
C 0.1724 0.9018 0.5157  -0.16
C 0.4775 2.0639 -0.0806  -0.23
O 0.0973 2.6177 -1.2547  0.01
S -1.2874 -2.0386 -2.1946  0.68
S -0.8917 -3.4268 0.1571  0.67
H 0.3207 -0.1184 2.4349  0.05
H 1.8164 -0.0619 1.5777  0.10
H 1.1374 1.3907 2.3093  0.06
H -0.7097 -0.7597 -2.6135  -0.06
H -0.4364 0.1157 0.0227  0.04
H 1.1996 2.7035 0.4064  0.11
H -0.1418 1.9758 -1.8968  0.07
H -2.0354 -3.8598 -0.4421  -0.14

Properties
E_tot (eV): -27991.989
Total charge: 0

***

Molecular formula: BrH2OP
Method: DFT, ωB97M-V/def2-TZVPD

Each line ends with the Löwdin charge.
Positions of all 5 atoms, in Å:
O -2.0554 0.8815 -0.8299  -0.59
P -0.6674 1.2981 -0.6504  0.72
Br 2.1032 -2.9142 1.2428  0.29
H 1.1113 -1.9501 1.5519  -0.30
H -0.4918 2.6847 -1.3144  -0.13

Properties
SMILES: O=P.Br
E_tot (eV): -81410.067
Total charge: 0

***

Molecular formula: C35H33N7Sn
Method: DFT, ωB97M-V/def2-TZVPD

Each line ends with the Löwdin charge.
Positions of all 76 atoms, in Å:
Sn -0.1105 -0.1015 0.2036  1.46
C 1.6528 -2.2865 2.7405  -0.12
N 1.9434 -1.0937 1.9379  -0.22
C 2.2469 0.0232 2.8430  -0.14
C 1.0417 0.8328 3.2632  -0.25
C 1.1835 1.7795 4.2724  0.00
C 0.0893 2.5264 4.6671  -0.02
C -1.1392 2.2776 4.0675  -0.03
C -1.1975 1.3320 3.0671  -0.12
N -0.1259 0.6430 2.6441  0.00
C 3.0172 -1.3331 0.9831  -0.13
C 3.1004 -0.2369 -0.0506  -0.25
C 4.0774 -0.3758 -1.1312  0.01
C 4.2542 0.5978 -2.0235  0.01
C 3.5690 1.9182 -1.8814  -0.13
C 2.4337 1.8740 -0.8352  -0.19
N 2.3190 0.7725 0.0795  0.04
C 0.9682 -3.4265 2.0164  -0.27
C 0.8608 -4.6568 2.6590  -0.01
C 0.2321 -5.7064 2.0155  -0.03
C -0.2491 -5.5042 0.7279  -0.04
C -0.0977 -4.2547 0.1649  -0.13
N 0.4850 -3.2270 0.7935  0.05
H 2.5723 -2.6854 3.1896  0.14
H 1.0049 -1.9767 3.5648  0.14
H 2.7679 -0.3328 3.7409  0.14
H 2.9236 0.7126 2.3449  0.12
H 2.1515 1.9251 4.7348  0.13
H 0.1886 3.2827 5.4338  0.12
H -2.0291 2.8148 4.3631  0.12
H -2.1354 1.0940 2.5796  0.09
H 4.0054 -1.4213 1.4613  0.16
H 2.8197 -2.2821 0.4769  0.13
H 4.6097 -1.3161 -1.2052  0.13
H 4.9440 0.4804 -2.8510  0.13
H 4.3270 2.6901 -1.7385  0.16
H 2.3449 2.7999 -0.2654  0.17
H 1.2601 -4.7802 3.6578  0.12
H 0.1251 -6.6658 2.5028  0.12
H -0.7332 -6.2997 0.1791  0.11
H -0.4526 -4.0547 -0.8408  0.10
C -3.6959 -1.3278 0.9354  -0.02
C -3.7690 0.1700 0.9635  -0.33
C -4.8294 0.8228 1.5890  0.00
C -4.8676 2.2024 1.5807  -0.02
C -3.8735 2.8991 0.9075  0.00
C -2.8529 2.1868 0.2947  -0.23
N -2.7909 0.8482 0.3577  0.05
C -1.8157 2.8700 -0.5228  -0.18
C -2.0393 4.1483 -1.0259  0.02
C -1.1011 4.7171 -1.8664  0.00
C 0.0275 3.9943 -2.2136  0.03
C 0.1902 2.7270 -1.6834  -0.18
N -0.6946 2.1932 -0.8299  0.08
C 1.3766 1.8416 -1.9781  -0.32
C 2.4940 2.2741 -2.9652  -0.14
C 2.5255 1.5350 -4.2581  0.01
C 1.8296 0.4108 -4.3965  0.01
C 1.0588 -0.1309 -3.2688  -0.29
C 0.4735 -1.4941 -3.4461  0.00
N 0.8697 0.4891 -2.1658  0.05
H -4.6845 -1.7570 0.7805  0.09
H -3.3033 -1.7190 1.8772  0.09
H -3.0450 -1.6452 0.1243  0.06
H -5.6112 0.2470 2.0657  0.13
H -5.6670 2.7378 2.0750  0.13
H -3.8918 3.9787 0.8827  0.11
H -2.9477 4.6838 -0.7960  0.12
H -1.2551 5.7108 -2.2648  0.13
H 0.7510 4.4200 -2.8935  0.12
H 2.4950 3.3484 -3.1449  0.14
H 3.1477 1.9266 -5.0539  0.13
H 1.8267 -0.1493 -5.3221  0.13
H -0.3507 -1.4374 -4.1611  0.11
H 0.1039 -1.8818 -2.4986  0.05
H 1.2176 -2.1734 -3.8638  0.10

Properties
E_tot (eV): -53080.606
Total charge: +2

***

Molecular formula: C3H11N2O
Method: DFT, ωB97M-V/def2-TZVPD

Each line ends with the Löwdin charge.
Positions of all 17 atoms, in Å:
C 1.6765 0.9654 1.2804  -0.06
C 1.3718 -0.3775 0.6199  -0.17
N 0.0207 -0.4276 -0.0113  0.06
C -1.0778 -0.3740 0.6688  -0.15
N -2.2778 -0.7255 0.2619  0.20
H 1.5098 0.9331 2.3529  0.08
H 2.7069 1.2313 1.0904  0.08
H 1.0667 1.7608 0.8506  0.08
H 2.0789 -0.8051 -0.0810  0.13
H 1.3466 -1.1117 1.3917  0.11
H 0.0779 -0.8084 -0.9493  0.13
H -0.9500 0.1295 1.6221  0.17
H -2.3549 -1.0464 -0.6936  0.13
H -3.0964 -0.4573 0.7827  0.14
H -0.7109 1.1498 -3.0383  0.06
H -0.9806 -0.3002 -3.3392  0.05
O -0.4074 0.2635 -2.8086  -0.05

Properties
E_tot (eV): -8310.981
Total charge: +1